A structure of composition C5H12O, computed with the ωB97M-V functional and the def2-TZVPD basis.

The HOMO-LUMO gap (alpha / beta) is 0.3031 / 0.2966 hartree. The LUMO energy (alpha / beta) is 0.861 / 0.824 eV.

Structure (XYZ):
```
18
C5H12O the ωB97M-V functional and the def2-TZVPD basis
C -1.432 0.298 2.371
O -1.128 -0.086 1.151
C -0.059 0.233 0.483
C 0.084 -0.323 -0.903
C 0.593 -1.776 -0.881
C 1.021 0.565 -1.730
H -1.199 2.205 1.565
H -0.622 0.550 3.050
H -2.380 -0.083 2.724
H -0.746 2.254 0.932
H 0.815 0.550 1.054
H -0.911 -0.317 -1.368
H -0.081 -2.419 -0.304
H 0.664 -2.178 -1.900
H 1.590 -1.829 -0.425
H 0.639 1.588 -1.801
H 2.019 0.605 -1.274
H 1.136 0.163 -2.744
```